Computed, not measured: C22H36N4OS in the gas phase, with ωB97M-V/def2-TZVPD.

```
64
Properties=species:S:1:pos:R:3
C 0.3212 0.5556 -2.0733
C 1.1504 -0.7052 -1.8468
C 2.4941 -0.4454 -1.1650
C 2.4064 -0.1796 0.3403
N 1.7284 1.0451 0.6832
C 2.0527 2.3211 0.3116
N 1.1942 3.1763 0.8055
N 0.2998 2.4822 1.5220
C 0.6120 1.2183 1.4603
C -0.1280 0.1504 2.1875
N -1.1044 -0.5337 1.3642
C -0.9321 -1.8077 0.9483
O 0.0969 -2.4164 1.1765
C -2.1303 -2.4322 0.2328
C -2.6461 -1.5684 -0.9237
C -3.8448 -2.2563 -1.5797
C -3.4233 -3.6189 -2.1256
C -2.9120 -4.4844 -0.9754
C -4.0233 -4.6749 0.0553
C -4.4470 -3.3114 0.5980
C -4.9575 -2.4401 -0.5487
H -5.2773 -1.4677 -0.1659
H -5.8224 -2.9140 -1.0177
C -3.2522 -2.6295 1.2640
H -3.5621 -1.6664 1.6779
H -2.8838 -3.2444 2.0885
H -5.2430 -3.4429 1.3398
H -4.8791 -5.1730 -0.4058
H -3.6680 -5.3062 0.8726
C -1.7165 -3.8010 -0.3181
H -1.3268 -4.4138 0.4963
H -0.9102 -3.6723 -1.0434
H -2.6009 -5.4609 -1.3622
H -2.6382 -3.4933 -2.8747
H -4.2738 -4.1039 -2.6097
H -4.2091 -1.6293 -2.4017
H -2.9538 -0.5799 -0.5736
H -1.8528 -1.4304 -1.6605
H -1.9424 -0.0264 1.1348
H -0.6389 0.6254 3.0296
H 0.5643 -0.6108 2.5585
S 3.4569 2.6941 -0.6373
C 3.4751 4.5327 -0.6479
C 2.2556 5.0615 -1.3818
H 2.1779 4.6142 -2.3708
H 2.3342 6.1409 -1.4943
H 1.3586 4.8295 -0.8127
C 3.6111 5.1034 0.7573
C 4.8954 4.6692 1.4518
H 5.7673 4.9858 0.8818
H 4.9535 5.1093 2.4440
H 4.9310 3.5868 1.5556
H 3.5945 6.1929 0.6726
H 2.7414 4.8000 1.3423
H 4.3845 4.7351 -1.2243
H 3.4240 -0.1270 0.7448
H 1.8740 -1.0057 0.8173
H 3.0002 0.3864 -1.6575
H 3.1208 -1.3316 -1.2809
H 1.3523 -1.1624 -2.8186
H 0.5850 -1.4263 -1.2538
H -0.0817 0.9482 -1.1437
H -0.5173 0.3443 -2.7341
H 0.9291 1.3292 -2.5381
```

Values from the calculation:
Kohn-Sham gap: 0.3266 Ha
ΔE to the lowest compared entry with this formula, charge and spin: 3.65 kcal per mole
LUMO: 0.640 eV
SMILES string: CCCCn1c(CNC(=O)[C@]23C[C@H]4C[C@H](C[C@H](C4)C2)C3)nnc1S[C@@H](C)CC
calculated total energy: -42243.607 eV

Atom charges from the Mulliken analysis, given in e for atoms 1 to 4:
1 C -1.24
2 C 0.19
3 C -0.75
4 C -0.91

=====

Computed, not measured: C25H28N2O7 in the gas phase, with ωB97M-V/def2-TZVPD.

```
62
Properties=species:S:1:pos:R:3
C -1.0585 -4.3739 -2.7494
H -0.0662 -4.2331 -3.1905
O -1.0388 -4.1802 -1.3574
C -0.6518 -2.9671 -0.8788
C -0.3025 -1.8752 -1.6549
C 0.0775 -0.6797 -1.0624
C 0.0956 -0.5571 0.3140
C -0.2478 -1.6480 1.1049
C -0.6124 -2.8527 0.5300
O -0.9552 -3.9727 1.2185
C -0.8326 -3.9565 2.6199
H -1.5309 -3.2475 3.0776
H -1.0812 -4.9650 2.9466
H 0.1886 -3.7144 2.9301
H -0.2065 -1.5459 2.1768
C 0.5004 0.7520 0.9551
N -0.3157 1.8665 0.5165
C 0.3957 2.7716 -0.1770
O 0.0228 3.8087 -0.6989
C 1.8084 2.2999 -0.1746
C 1.8947 1.1454 0.5187
C 3.0329 0.2857 0.8586
O 2.8815 -0.7055 1.5586
C 4.3299 0.7004 0.3223
C 5.4371 -0.0179 0.5804
C 6.7506 0.2916 0.1152
C 7.2408 1.3226 -0.6610
C 8.6244 1.1014 -0.7881
C 8.8867 -0.0410 -0.0866
O 7.7714 -0.5330 0.4577
H 9.7990 -0.5773 0.0872
H 9.3301 1.7029 -1.3235
H 6.6751 2.1287 -1.0800
H 5.3459 -0.9083 1.1901
H 4.3613 1.5935 -0.2782
O 2.7190 3.0580 -0.7903
H 2.2371 3.8300 -1.1458
C -1.7195 1.9956 0.8040
H -1.9195 1.6016 1.8033
H -1.9468 3.0643 0.7861
C -2.6035 1.2537 -0.2097
N -3.9934 1.2912 0.2025
C -4.7704 0.1934 -0.3500
C -6.1805 0.2402 0.2395
H -6.8062 -0.5424 -0.1929
O -6.8182 1.4616 -0.0473
C -6.0627 2.5387 0.4537
C -4.6481 2.5478 -0.1256
H -4.0867 3.3745 0.3099
H -4.7044 2.6948 -1.2189
H -6.6003 3.4465 0.1749
H -5.9995 2.4709 1.5504
H -6.1165 0.1001 1.3291
H -4.2939 -0.7512 -0.0794
H -4.8370 0.2564 -1.4505
H -2.2878 0.2090 -0.2422
H -2.4509 1.6893 -1.2110
H 0.4486 0.6503 2.0455
H 0.3509 0.1595 -1.6843
H -0.3129 -1.9427 -2.7307
H -1.7725 -3.7043 -3.2408
H -1.3743 -5.4054 -2.8969
```

Values from the calculation:
Kohn-Sham gap: 0.2730 Ha
ΔE to the lowest compared entry with this formula, charge and spin: 61.29 kcal per mole
LUMO: -0.589 eV
SMILES string: COc1ccc([C@H]2C(C(=O)/C=C/c3ccco3)=C(O)C(=O)N2CCN2CCOCC2)cc1OC
calculated total energy: -43690.189 eV

Atom charges from the Mulliken analysis, given in e for atoms 1 to 4:
1 C -0.94
2 H 0.36
3 O -0.44
4 C 1.14

=====

Computed, not measured: C6H10 in the gas phase, with ωB97M-V/def2-TZVPD.

```
16
Properties=species:S:1:pos:R:3
C 1.3251 0.5423 -0.3621
C 0.0571 0.5340 0.4880
C -0.8213 1.7565 0.1628
C -0.8142 -0.6876 0.4691
C -0.6428 -1.9456 -0.0273
C 0.5821 -2.3449 -0.6562
H 1.8378 1.5016 -0.2207
H 1.0818 0.4304 -1.4232
H 1.9949 -0.2793 -0.1111
H 0.3494 0.6321 1.5483
H -1.7059 1.8113 0.8076
H -0.2465 2.6782 0.2978
H -1.1598 1.7213 -0.8791
H -1.4850 -2.6262 0.1461
H -1.7596 -0.5130 0.9940
H 0.5165 -3.4447 -0.8007
```

Values from the calculation:
Kohn-Sham gap (spin up / spin down): 0.2718 / 0.2710 Ha
ΔE to the lowest compared entry with this formula, charge and spin: 92.37 kcal per mole
LUMO (spin up / spin down): -0.727 / -0.726 eV
calculated total energy: -6379.854 eV

Atom charges from the Mulliken analysis, given in e for atoms 1 to 4:
1 C -1.50
2 C 1.04
3 C -1.40
4 C -0.47